(1)
{"formula": "C5H16N", "method": "wB97M-V/def2-TZVPD", "species": ["C", "C", "C", "C", "H", "H", "H", "H", "H", "H", "H", "H", "H", "H", "C", "N", "H", "H", "H", "H", "H", "H"], "xyz": [[2.323, 1.112, -1.112], [0.798, 1.153, -1.037], [0.248, -0.146, -1.643], [0.309, 1.418, 0.385], [2.750, 2.058, -0.790], [2.700, 0.288, -0.500], [2.648, 0.897, -2.127], [0.427, 1.971, -1.653], [-0.840, -0.270, -1.576], [0.749, -1.044, -1.270], [0.385, -0.094, -2.723], [0.617, 2.403, 0.738], [-0.783, 1.395, 0.426], [0.769, 0.714, 1.091], [-2.017, -1.632, 2.115], [-1.271, -1.339, 0.856], [-1.464, -2.380, 2.677], [-2.054, -0.720, 2.707], [-3.024, -1.975, 1.902], [-1.343, -2.122, 0.199], [-0.277, -1.146, 0.992], [-1.653, -0.541, 0.344]], "total_energy_ev": -6927.995, "charge": 1, "lumo_energy_ev": -3.61}

---

(2)
{"formula": "C5H5N3", "method": "wB97M-V/def2-TZVPD", "species": ["C", "C", "C", "C", "C", "N", "N", "N", "H", "H", "H", "H", "H"], "xyz": [[-3.013, 0.517, 0.292], [-2.062, -0.157, 0.267], [2.418, -0.191, 0.118], [1.809, 1.101, -0.084], [-0.912, -0.834, 0.284], [1.484, -1.028, 0.454], [0.496, 0.902, -0.016], [0.326, -0.337, 0.313], [-3.892, 1.165, 0.434], [3.452, -0.478, 0.246], [2.356, 1.993, -0.159], [-1.382, -0.731, -2.537], [-1.080, -1.922, 0.387]], "total_energy_ev": -9728.775, "lumo_energy_ev": [-0.93, 0.08]}

---

(3)
{"formula": "C9H14O2", "method": "wB97M-V/def2-TZVPD", "species": ["C", "C", "C", "C", "C", "C", "C", "O", "H", "H", "H", "H", "H", "H", "H", "H", "C", "C", "O", "H", "H", "H", "H", "H", "H"], "xyz": [[1.427, -1.982, -1.431], [0.982, 0.445, -1.955], [1.069, -0.496, -1.006], [0.678, 1.795, -1.647], [0.734, 2.132, -0.290], [1.013, -0.239, 0.381], [0.894, 1.074, 0.721], [0.667, 3.407, 0.186], [1.055, 0.156, -3.067], [0.902, 2.505, -2.473], [0.762, -2.726, -1.129], [2.453, -2.157, -1.012], [1.187, -1.010, 1.123], [1.504, 3.638, 0.734], [0.849, 1.480, 1.740], [1.608, -2.301, -2.402], [-1.882, -0.268, 1.744], [-1.812, -0.677, 0.274], [-1.944, -1.523, 2.497], [-1.058, 0.235, 2.132], [-2.714, 0.416, 1.994], [-1.813, 0.336, -0.296], [-2.809, -1.537, 3.070], [-2.718, -1.371, 0.037], [-1.032, -1.332, 0.077]], "total_energy_ev": -13652.690, "lumo_energy_ev": 0.72}

---

(4)
{"formula": "C3H4N3S", "method": "wB97M-V/def2-TZVPD", "species": ["C", "C", "C", "N", "N", "N", "S", "H", "H", "H", "H"], "xyz": [[-0.271, 1.140, -1.368], [0.702, -0.755, -0.751], [-0.674, 1.324, -0.118], [0.450, 0.028, -1.767], [0.338, -0.381, 0.453], [0.370, -1.190, 1.605], [-1.349, 2.150, 1.098], [-0.554, 1.823, -2.162], [1.205, -1.706, -0.942], [-0.393, -1.875, 1.571], [0.175, -0.557, 2.380]], "total_energy_ev": -18480.049, "charge": -1, "lumo_energy_ev": 3.77}

---

(5)
{"formula": "C19H53O11", "method": "wB97M-V/def2-TZVPD", "species": ["C", "O", "O", "O", "H", "C", "O", "H", "H", "H", "H", "C", "O", "H", "H", "H", "H", "C", "O", "H", "H", "H", "H", "C", "C", "C", "O", "H", "H", "H", "H", "H", "H", "H", "H", "C", "C", "C", "O", "H", "H", "H", "H", "H", "H", "H", "H", "C", "C", "C", "O", "H", "H", "H", "H", "H", "H", "H", "H", "C", "C", "C", "O", "H", "H", "H", "H", "H", "H", "H", "H", "C", "C", "C", "O", "H", "H", "H", "H", "H", "H", "H", "H"], "xyz": [[0.539, -0.262, 0.233], [-0.164, -1.113, -0.215], [1.504, 0.313, -0.499], [0.613, 0.157, 1.469], [1.437, -0.072, -1.412], [3.581, -0.196, 3.594], [3.414, -0.458, 2.299], [3.551, 0.908, 3.964], [4.541, -0.623, 4.000], [2.691, -0.754, 4.158], [2.486, -0.374, 2.139], [1.240, -3.591, 1.786], [1.169, -3.359, 0.400], [1.780, -2.921, 2.398], [1.741, -4.688, 2.063], [0.164, -3.809, 2.116], [0.755, -2.574, 0.418], [-2.366, -3.531, 0.775], [-2.006, -2.320, 1.397], [-3.037, -4.145, 1.407], [-1.392, -4.249, 0.607], [-2.839, -3.439, -0.175], [-1.336, -1.635, 0.896], [-4.359, 0.673, -0.255], [-2.802, 0.822, -0.138], [-2.435, 2.230, -0.615], [-2.429, 0.512, 1.153], [-4.877, 1.267, 0.564], [-4.717, -0.288, 0.064], [-4.713, 1.118, -1.234], [-2.362, 0.139, -0.836], [-2.736, 2.139, -1.627], [-1.282, 2.201, -0.641], [-2.875, 3.180, -0.023], [-1.509, 0.314, 1.132], [-1.713, -0.172, 5.639], [-0.883, 0.363, 4.562], [0.214, 1.073, 5.202], [-0.437, -0.719, 3.844], [-1.061, -0.695, 6.285], [-2.490, -1.037, 5.272], [-2.226, 0.515, 6.254], [-1.444, 1.168, 4.051], [0.926, 1.648, 4.612], [0.890, 0.512, 5.782], [-0.194, 1.877, 5.640], [-0.504, -0.504, 3.020], [2.733, 4.860, 0.328], [2.782, 3.263, 0.441], [4.283, 2.866, 0.554], [2.019, 2.778, 1.531], [3.100, 5.273, -0.442], [3.298, 5.347, 1.278], [1.642, 4.987, 0.319], [2.478, 2.653, -0.429], [4.350, 1.754, 0.699], [4.649, 3.480, 1.471], [4.974, 3.317, -0.161], [1.336, 2.056, 1.427], [-1.478, -3.631, -3.844], [-0.528, -2.947, -2.969], [0.727, -2.526, -3.798], [-1.311, -1.751, -2.662], [-1.869, -2.957, -4.746], [-2.612, -4.034, -3.301], [-1.245, -4.621, -4.072], [-0.186, -3.561, -2.060], [1.243, -3.291, -4.072], [1.278, -1.880, -3.042], [0.570, -1.973, -4.592], [-1.104, -1.695, -1.666], [0.280, 1.964, -5.994], [-0.578, 1.111, -4.954], [0.162, 0.952, -3.605], [-1.790, 1.778, -4.822], [1.276, 1.433, -6.348], [0.627, 2.884, -5.602], [-0.342, 2.116, -6.977], [-0.851, 0.190, -5.393], [0.236, 2.059, -2.985], [1.091, 0.562, -3.483], [-0.680, 0.365, -3.107], [-2.580, 1.192, -4.473]], "total_energy_ev": -43078.621, "charge": -1, "lumo_energy_ev": 2.53}

---

(6)
{"formula": "C30H84O12", "method": "wB97M-V/def2-TZVPD", "species": ["O", "H", "H", "O", "H", "H", "C", "C", "C", "O", "H", "H", "H", "H", "H", "H", "H", "H", "C", "C", "C", "O", "H", "H", "H", "H", "H", "H", "H", "H", "C", "C", "C", "O", "H", "H", "H", "H", "H", "H", "H", "H", "C", "C", "C", "O", "H", "H", "H", "H", "H", "H", "H", "H", "C", "C", "C", "O", "H", "H", "H", "H", "H", "H", "H", "H", "C", "C", "C", "O", "H", "H", "H", "H", "H", "H", "H", "H", "C", "C", "C", "O", "H", "H", "H", "H", "H", "H", "H", "H", "C", "C", "C", "O", "H", "H", "H", "H", "H", "H", "H", "H", "C", "C", "C", "O", "H", "H", "H", "H", "H", "H", "H", "H", "C", "C", "C", "O", "H", "H", "H", "H", "H", "H", "H", "H"], "xyz": [[-6.845, -2.014, 6.882], [-6.716, -1.501, 6.085], [-7.128, -1.374, 7.536], [-0.906, 3.043, -5.607], [-1.133, 3.907, -5.264], [-0.552, 3.217, -6.480], [-7.994, 0.212, -6.623], [-8.399, 1.239, -5.561], [-7.385, 2.366, -5.240], [-9.600, 1.927, -5.886], [-6.978, -0.182, -6.611], [-8.015, 0.758, -7.566], [-8.773, -0.546, -6.701], [-8.604, 0.693, -4.640], [-7.708, 3.119, -4.521], [-7.320, 2.828, -6.225], [-6.442, 1.925, -4.917], [-9.478, 2.535, -6.619], [7.767, 1.972, 6.816], [6.291, 1.934, 7.329], [5.679, 0.553, 6.987], [6.303, 2.062, 8.741], [8.399, 1.122, 7.072], [8.316, 2.844, 7.169], [7.829, 2.077, 5.733], [5.755, 2.723, 6.801], [5.540, 0.423, 5.914], [4.680, 0.418, 7.402], [6.291, -0.282, 7.328], [5.384, 1.967, 9.001], [-0.369, 5.450, 9.294], [-0.736, 3.978, 9.066], [-0.621, 3.494, 7.572], [0.048, 3.207, 9.880], [-0.656, 5.754, 10.300], [-0.859, 6.150, 8.617], [0.680, 5.687, 9.113], [-1.769, 3.802, 9.366], [-1.350, 4.094, 7.026], [-0.967, 2.466, 7.464], [0.376, 3.641, 7.155], [-0.119, 3.502, 10.779], [3.450, 0.744, -7.871], [3.308, 1.195, -9.341], [2.682, 0.093, -10.176], [2.452, 2.264, -9.387], [4.207, -0.034, -7.778], [2.514, 0.268, -7.580], [3.623, 1.564, -7.174], [4.236, 1.413, -9.870], [2.567, 0.497, -11.182], [1.651, -0.137, -9.905], [3.248, -0.828, -10.320], [2.446, 2.608, -10.284], [8.494, -0.458, -0.980], [9.959, -0.355, -0.828], [10.743, -1.105, -1.848], [10.309, 1.060, -0.756], [8.048, 0.137, -0.183], [8.121, -1.474, -0.854], [8.127, -0.112, -1.947], [10.213, -0.872, 0.098], [11.789, -0.907, -1.616], [10.537, -0.705, -2.841], [10.598, -2.179, -1.963], [11.215, 1.011, -0.443], [-2.211, -11.858, 0.428], [-1.948, -10.394, 0.807], [-2.022, -10.162, 2.336], [-0.673, -10.132, 0.304], [-2.077, -12.025, -0.641], [-3.208, -12.223, 0.673], [-1.422, -12.420, 0.928], [-2.620, -9.737, 0.255], [-1.172, -10.580, 2.874], [-2.946, -10.574, 2.742], [-1.934, -9.104, 2.582], [-0.658, -9.311, -0.192], [3.826, 6.585, 1.485], [2.790, 7.616, 2.030], [3.145, 8.204, 3.399], [2.785, 8.638, 1.011], [3.544, 6.011, 0.602], [3.988, 5.767, 2.186], [4.821, 7.009, 1.348], [1.805, 7.186, 2.214], [2.258, 8.605, 3.888], [3.936, 8.953, 3.362], [3.400, 7.457, 4.151], [2.171, 9.313, 1.308], [-8.789, 3.829, 2.714], [-7.344, 3.352, 2.350], [-6.346, 4.498, 2.268], [-6.924, 2.511, 3.377], [-9.454, 2.985, 2.897], [-9.277, 4.228, 1.825], [-8.866, 4.629, 3.450], [-7.219, 2.863, 1.384], [-5.328, 4.109, 2.273], [-6.457, 5.304, 2.994], [-6.301, 4.962, 1.283], [-7.236, 2.896, 4.199], [-0.517, -8.306, -6.281], [-0.969, -6.889, -5.813], [-2.432, -6.747, -5.673], [-0.402, -6.584, -4.548], [-0.690, -9.063, -5.516], [0.541, -8.429, -6.513], [-0.978, -8.642, -7.209], [-0.451, -6.137, -6.408], [-2.899, -7.211, -6.541], [-2.709, -5.699, -5.784], [-2.869, -7.026, -4.714], [-0.642, -5.691, -4.289], [-2.503, -2.177, 0.538], [-1.713, -1.165, -0.290], [-0.227, -1.066, 0.121], [-1.600, -1.521, -1.615], [-3.552, -2.075, 0.258], [-2.465, -2.046, 1.620], [-2.219, -3.189, 0.250], [-2.195, -0.188, -0.237], [0.163, -2.083, 0.065], [-0.077, -0.842, 1.177], [0.289, -0.373, -0.543], [-1.373, -0.720, -2.091]], "total_energy_ev": -57038.188, "lumo_energy_ev": 0.36}